Record 1
Here is a structure of composition C31H47NO3P2RuS from the OMol25 dataset. Energies are from the ωB97M-V functional and the def2-TZVPD basis.

Atoms and positions in Å:
C: 3.0097 1.7705 0.9775
H: 0.6318 -3.6591 0.0868
C: 1.5274 -0.6178 -4.8585
C: 1.8183 -1.4882 2.5682
H: -4.8683 3.2106 5.4356
H: -2.7481 1.0550 -1.1598
C: 0.9662 -2.1963 1.6043
H: 2.7117 -1.1626 -1.4536
C: -1.5321 -2.9879 1.7465
H: -0.5741 -1.8514 -2.9703
C: -0.7808 1.2658 -5.5080
C: 1.5701 0.6974 -4.5753
H: 3.7161 -0.4979 2.7441
C: -3.9486 3.1097 4.8555
H: 3.9915 1.9019 0.4997
H: -1.3720 -3.4355 0.7674
S: -0.1637 2.4447 2.5073
C: -0.4058 -2.1188 2.1483
H: 0.8603 0.3422 5.2527
C: 3.2963 -1.4981 2.5784
O: 0.1475 3.4277 1.4938
Ru: 0.1827 -0.4171 0.8393
C: -3.8041 2.0621 3.9469
C: 1.1289 1.8063 -1.2604
H: 0.6045 2.5757 -4.4541
P: 1.9832 0.7053 -0.0641
H: 3.7062 -1.8984 1.6473
C: -0.3115 -1.4653 3.4293
H: -3.0288 -0.4612 -0.2892
H: -1.4076 -2.4390 4.9669
H: -3.0457 4.8689 5.7398
C: -2.5661 -0.0284 -1.1886
C: 0.6581 1.7364 -5.1662
C: -1.3798 -1.4698 4.4436
C: -1.5913 2.8724 3.4165
C: -2.6135 1.9581 3.2174
C: -1.7230 3.9332 4.3088
H: 1.7915 -4.1451 1.3283
H: 0.3417 0.6269 -2.8984
C: -1.4217 0.3107 -4.5467
H: 2.1705 -1.3223 -4.3214
C: 1.5098 -0.4747 4.9213
H: 3.9590 -0.6467 -0.2818
H: 2.2729 -2.9666 0.0910
H: 1.3809 -2.0472 -6.4211
C: -2.2328 0.8946 2.2682
H: -2.4583 -2.4021 1.7300
H: -1.4154 2.1675 -5.5605
H: -2.3606 -1.2989 3.9817
H: 0.6523 -2.1852 -1.7273
H: -0.8000 1.7965 -2.2520
C: -0.6425 -1.7436 -5.7713
H: 0.7363 -0.4558 -6.8417
H: 2.5192 2.7407 1.1167
H: 3.6649 0.3265 -1.7581
C: 1.0169 -1.0631 3.6518
P: -0.8088 -0.3288 -1.1061
H: -1.6598 -3.7955 2.4795
O: 0.8845 2.0454 3.4232
H: -0.7766 0.8142 -6.5092
H: 2.5219 -0.0794 4.8053
C: -0.3939 -1.9043 -1.8930
H: 1.5292 -1.2336 5.7157
H: -1.1660 -1.7498 -6.7430
H: 3.6599 -2.1331 3.4007
H: -2.0210 0.7750 -3.7545
H: -0.9030 4.6383 4.4190
C: 3.1896 -0.2944 -0.9849
C: -0.0143 1.0800 -1.9692
H: 2.3604 1.0927 -3.9252
H: -4.5819 1.3174 3.7783
C: -1.4484 -1.0200 -4.7340
C: -2.9155 4.0510 5.0306
C: 1.4405 -3.2959 0.7214
H: 3.1449 1.3026 1.9581
H: 0.7505 2.6673 -0.6896
H: -2.9897 -0.4606 -2.1061
H: -2.1915 -1.6411 -4.2167
N: -0.9369 1.0946 1.8226
H: 1.0821 2.1619 -6.0921
H: 1.8715 2.1819 -1.9807
H: -1.0373 -2.6824 -1.4610
H: -0.5712 -2.7992 -5.4694
H: -1.2006 -0.6927 5.1963
C: 0.7890 -1.1995 -6.0327
O: -2.9380 -0.0751 1.9340

<S²>: 8.821
Net charge: +1
Spin multiplicity: 6
HOMO-LUMO gap (alpha / beta): 5.075 / 5.035 eV
E_tot: -2665.277157 Ha
Energy above the lowest of the compared OMol25 structures with the same formula, charge and spin: 1.3889 eV

---

Record 2
Here is a cluster of 8 separate species, C31H48BCl14F9O5 in total from the OMol25 dataset. Energies are from the ωB97M-V functional and the def2-TZVPD basis.

Atoms and positions in Å:
C: -5.5175 -8.1022 -0.7671
Cl: 4.0172 -2.5852 -6.3197
C: 2.4939 -2.0145 0.1795
H: -2.3593 0.7242 -10.1472
C: -1.6600 2.6753 2.0739
H: -1.8127 -1.4504 -2.1863
Cl: 5.7218 7.0486 3.8818
C: 1.7842 5.2973 -0.6451
C: -1.5485 -4.4594 -1.5945
H: -7.3859 -7.0547 -0.5945
H: 1.6197 0.0792 0.1586
C: -0.9617 -3.1797 -0.7557
C: 1.9019 -2.2931 -8.0392
H: 4.3491 0.6926 -1.0866
C: -3.0400 2.1170 1.4438
H: 0.7357 -6.7542 1.6400
H: 3.0251 -1.8889 1.2120
C: 1.7174 5.5930 -2.1315
F: -1.6402 2.4977 3.5153
C: -0.7102 4.9424 6.5768
H: 2.1495 -0.4810 -1.5565
F: -0.4731 2.2110 1.4351
C: -2.9577 -1.9100 0.5977
O: 0.5870 -1.8151 -3.8791
C: -2.8947 0.8003 0.5253
H: 4.3697 8.4214 5.2153
H: 0.7245 5.9691 -2.3895
H: -0.8274 -4.7965 -2.4452
C: -2.4139 -0.5311 1.2980
C: -1.8658 -3.0984 0.5915
H: 1.9072 4.6979 -2.7280
C: -0.8507 -1.8636 -1.7022
H: 4.3427 2.4675 0.6111
H: -0.3360 -1.0091 -1.1068
F: -2.0583 0.9670 -0.6319
O: 1.1625 -2.5304 0.4743
C: 0.3662 -2.2685 -2.7222
H: 3.9563 8.5687 3.5016
H: 0.8273 -2.1232 -8.1380
H: 3.3334 6.0983 5.2354
H: -1.2077 -3.1325 1.5544
H: -1.6494 -5.3983 -0.9066
C: 0.1068 3.6936 6.3060
O: 1.1370 -3.2305 -1.9322
C: 3.0221 1.1620 8.5285
H: -6.0614 -6.0428 -1.1879
H: 2.1235 -3.2978 -8.4051
Cl: 2.7092 -1.1236 -9.1151
H: -3.5091 -3.4407 -4.1176
C: 2.4371 -0.4987 -0.4423
H: 1.6946 6.2087 -0.0497
H: 3.1640 -2.7237 -0.4305
H: 3.7267 1.2499 1.9409
F: -0.9524 -0.6412 1.3038
H: -2.4727 -4.0945 0.6220
Cl: -0.4758 5.5544 8.2328
Cl: 2.5754 6.0616 3.0007
C: 0.7650 -5.9897 0.7683
H: -3.3088 -1.7554 -0.4835
Cl: 4.5529 0.3525 8.1138
H: -0.8397 1.6621 -8.3345
H: -5.6997 -8.8687 -0.0110
Cl: 3.3033 4.4869 -0.1878
H: 0.9707 4.6247 -0.3637
F: -3.5380 3.1692 0.5609
H: 1.0081 0.6980 9.1176
C: -1.2870 0.5224 -10.1004
F: -1.6745 4.1197 1.8833
Cl: -3.7660 -7.7840 -0.8200
C: 3.6160 1.5918 0.8343
H: -5.7937 -8.5116 -1.7412
C: 2.3189 -2.1220 -6.5909
Cl: -6.0710 -6.2374 1.1648
Cl: 1.8556 4.0313 6.2586
B: -2.9850 -4.1697 -2.3049
O: -3.0548 -4.2583 -3.7760
F: -2.8165 -0.6051 2.6790
H: 2.1619 -0.5981 9.4638
H: 2.1779 7.3917 4.8888
Cl: -1.6901 -0.3724 -7.5398
C: -0.7598 0.6293 -8.6819
H: 0.2888 0.3300 -8.6198
H: -3.8848 -2.2962 1.1914
H: 2.1906 -1.0910 -6.2548
H: -4.6865 -3.1128 -2.0881
H: 2.5441 1.9979 0.7285
C: 3.8324 0.3071 -0.1322
H: 1.7099 -2.7653 -5.9522
Cl: -0.9975 -1.0876 -10.8053
F: -4.2348 0.5296 0.0052
C: 0.8734 -4.8633 0.0872
C: 1.8902 0.1749 8.7418
H: 3.2008 1.7242 9.4483
H: 4.5144 -0.4517 0.4013
H: -0.1609 3.2793 5.3319
O: -4.2350 -3.8721 -1.6252
H: -0.7758 1.2442 -10.7410
H: -1.7742 4.7185 6.4699
H: -0.4601 5.7450 5.8796
C: 0.6573 -3.3845 -0.5747
Cl: 1.4054 -0.6296 7.2278
H: 2.7889 1.8744 7.7346
C: -6.3188 -6.8438 -0.4911
Cl: 2.8860 6.8435 -2.6227
C: 3.0603 6.8693 4.5128
H: -0.0691 2.9261 7.0629
F: -4.0282 2.0033 2.4875
C: 4.1908 7.8575 4.2966

SMILES: C#C[C@@]1(OCCCC)OC(=O)C[C@@]1(CCC(F)(F)C(F)(F)C(F)(F)C(F)(F)F)CB(O)O.ClCCCl.ClCCCl.ClCCCl.ClCCCl.ClCCCl.ClCCCl.ClCCCl
HOMO-LUMO gap: 9.627 eV
E_tot: -8952.361667 Ha

---

Record 3
Here is a structure of composition C31H48F2I2NO8P from the OMol25 dataset. Energies are from the ωB97M-V functional and the def2-TZVPD basis.

Atoms and positions in Å:
C: -7.3286 -4.0502 4.1641
H: 4.8075 0.8800 -8.9490
H: 5.7515 1.9802 -2.9066
C: -6.0913 -3.8174 4.9618
H: 3.2778 2.6490 -5.9521
H: -5.4455 -3.0472 4.5270
H: -2.5075 2.2081 2.5928
H: -0.0446 0.9268 3.1400
H: 5.1993 4.5531 -3.5640
O: -1.5288 -2.5691 6.9600
C: -0.1536 4.6359 -1.3161
H: 1.7244 5.4043 4.6559
H: 3.5381 4.0133 -4.2721
C: 2.2343 3.1932 2.6351
F: -6.8420 -10.1002 0.6293
C: 3.6400 3.7361 -2.0109
C: 2.5448 1.8759 -6.4364
O: -6.9190 -4.9757 3.1830
F: -7.7217 -2.9161 3.5419
P: 0.3543 3.4940 2.9188
H: 0.2740 1.9959 -5.3309
H: -0.3141 -0.1713 -7.4035
C: -6.4520 -10.5969 1.8246
C: 2.4740 4.9286 -2.1348
C: 2.7330 5.5363 4.0692
C: -5.6116 -9.6108 2.5615
C: 6.5561 1.0940 -5.8791
C: 4.6114 1.2723 -7.8402
C: -0.4186 1.8892 3.6994
H: 0.9788 3.1452 -2.6586
C: 0.9838 4.3210 -2.4631
H: -2.2471 3.1525 4.2088
O: -4.7352 -10.4425 3.2951
H: -0.0620 1.9146 4.8373
H: 3.5915 5.7988 4.8266
H: 1.1885 5.1025 0.4792
H: 7.5892 1.2578 -6.4518
H: -6.3095 -3.5479 5.9987
O: -5.4923 -6.7504 3.3396
H: -0.5343 5.7479 -1.3221
H: 4.9193 2.4013 -7.8396
H: 4.7079 -0.3682 -6.2512
H: -1.3754 4.6128 1.3706
H: -3.5842 0.4050 3.6278
C: -2.0447 2.1048 3.6807
H: -2.6556 -3.6591 3.7884
C: 4.3712 3.6958 -3.4974
H: 1.2153 3.2500 -0.1231
C: -2.1184 -2.5456 5.7621
H: 3.1543 2.7048 -1.7242
H: -1.1535 -0.6818 4.4962
H: -1.6273 0.1628 6.2032
H: -1.0705 2.7088 0.9419
C: 3.1794 4.2048 3.2104
C: -2.0076 -0.2338 5.1593
H: 4.2817 1.3643 -4.0002
H: 6.8234 0.3430 -4.9918
H: -0.8233 -3.9338 4.3506
C: -2.9072 0.9362 4.4422
O: -2.9472 -1.3712 5.4265
C: 6.0014 2.4637 -5.1695
C: 0.9712 1.5212 -6.1432
N: 3.1417 1.0338 -7.5426
C: -1.9462 -3.8125 4.7187
O: -5.5710 -11.6724 1.5925
C: 2.1225 0.0941 -8.1483
C: -4.6864 -11.6360 2.6283
H: -2.2275 -4.8286 5.2665
H: 2.7503 5.6378 -3.0488
O: -5.4401 -5.0699 4.8901
H: 0.5736 4.7956 -3.4752
H: 2.5022 5.6369 -1.1804
H: -1.0705 3.9030 -1.4799
C: 0.5165 4.1782 0.1360
C: -5.9138 -5.6879 3.7653
H: -5.0281 -8.9684 1.8934
H: -8.1617 -4.4680 4.7394
I: 3.0510 1.4277 1.5438
H: 2.3073 -0.6488 -9.0355
H: -3.6056 1.4631 5.2193
H: 6.1048 -0.4298 -7.5155
C: 0.7202 0.3647 -7.2799
I: 5.3550 3.8984 2.8856
C: -0.5889 3.7477 1.2688
H: 4.4406 4.1047 -1.2373
C: 5.0594 2.2246 -3.8441
H: 6.9658 3.0510 -4.7820
H: 2.5845 6.4328 3.3096
H: -7.3246 -10.9499 2.3844
C: 5.4712 0.3117 -6.8272
O: -3.9463 -12.5578 2.9289
H: 5.4430 3.2053 -5.8820
H: -6.2021 -8.9778 3.2293

HOMO-LUMO gap: 7.309 eV
E_tot: -3002.574067 Ha

---

Record 4
Here is a structure of composition C31H48F3N4O5SSi2W from the OMol25 dataset. Energies are from the ωB97M-V functional and the def2-TZVPD basis.

Atoms and positions in Å:
C: 8.2293 12.6255 15.3254
H: 13.1898 8.9368 5.7208
H: 18.1369 7.8167 9.1977
C: 15.1445 6.1752 12.3858
H: 9.2279 11.5421 7.0472
N: 17.1006 9.2653 10.2398
C: 14.7999 14.7823 10.9170
C: 9.5278 12.9970 13.1519
H: 10.6518 14.9481 10.0190
H: 9.3185 13.6734 10.3200
C: 14.5464 9.7249 7.1997
F: 8.6535 13.5928 16.1054
O: 15.1462 13.9492 9.8737
C: 13.9814 9.7078 14.4038
C: 11.6446 6.8328 10.0788
H: 12.0339 6.1251 10.8219
C: 9.9922 14.1422 9.5987
C: 16.8548 6.8643 10.6437
C: 9.3834 8.8560 8.5518
H: 12.8759 14.3687 10.3734
H: 8.9926 9.2934 7.6059
H: 14.0481 14.0642 13.6549
N: 13.5025 10.5840 9.1739
H: 14.5570 6.5419 13.3006
C: 10.8848 10.6723 13.5846
H: 13.8793 10.0784 15.3707
O: 13.4795 13.1158 11.9167
C: 15.8571 7.2036 11.6039
H: 13.7827 12.1363 15.0661
Si: 10.9332 12.7117 8.6966
H: 12.8924 15.1493 11.9891
H: 15.4762 14.7575 11.7851
C: 8.1115 11.1550 10.0421
O: 12.3424 8.3100 12.2540
C: 14.6351 10.2638 8.4699
F: 7.8809 11.6135 16.0877
O: 13.5186 10.8307 13.5430
Si: 9.6954 10.0874 9.9050
C: 9.4330 9.0724 11.5383
C: 9.9305 11.0328 14.4851
H: 7.9437 11.8086 10.8576
N: 15.5358 8.4606 11.8925
H: 15.1673 11.9903 13.8472
H: 15.5355 9.4537 6.7988
C: 17.4137 7.9391 10.0420
C: 9.2098 12.1892 14.2571
H: 9.4309 14.6475 8.8808
F: 7.1178 13.0256 14.7544
H: 11.3720 9.6757 13.8067
H: 9.0508 9.8066 12.2817
H: 9.7632 10.2762 15.2801
H: 17.1342 5.8632 10.3886
H: 7.9876 11.8063 9.1875
C: 12.4797 13.4248 8.0076
H: 15.8843 5.4415 12.8042
H: 15.0140 9.5087 14.0801
H: 9.2619 13.2823 6.8202
H: 8.5545 8.4320 11.3106
C: 12.5813 8.7666 11.1329
H: 15.5997 10.5255 8.8728
H: 13.3707 13.4905 8.6216
C: 16.5113 13.6840 9.6410
C: 9.8743 12.4007 7.0639
H: 11.2475 9.7772 6.8880
H: 17.1999 14.5805 9.6680
H: 7.2535 10.4766 10.0238
H: 10.5983 12.2560 6.2575
C: 13.4758 13.2258 13.3583
C: 13.4299 14.4140 11.3168
H: 14.3735 5.6404 11.8156
O: 12.3009 8.0654 10.0403
S: 15.4814 11.0775 11.4073
W: 12.9950 10.8757 11.2083
H: 16.9027 12.9903 10.4028
H: 10.2171 8.4304 11.9067
H: 10.8396 13.1423 11.4540
H: 10.5684 6.9013 10.3847
H: 13.3970 8.7605 14.2174
C: 12.2937 10.4155 8.6058
H: 11.7921 6.5074 9.0513
H: 12.8740 12.7693 7.1955
C: 11.3144 11.0344 9.5921
N: 11.1573 11.3868 12.5123
H: 14.8448 15.8187 10.5753
H: 12.4055 13.3960 13.7310
C: 13.3399 9.4385 6.6435
C: 12.2236 9.8999 7.3296
H: 8.6239 8.1915 8.9614
H: 16.6374 13.2118 8.5676
H: 8.9732 13.9220 13.0266
H: 10.2359 8.1918 8.3561
C: 14.0638 12.0225 14.0077
C: 16.1122 9.4104 11.1090
H: 12.3680 14.4056 7.5227
C: 10.5278 12.5872 12.3144

<S²>: 2.022
Net charge: +1
Spin multiplicity: 3
HOMO-LUMO gap (alpha / beta): 7.520 / 7.681 eV
E_tot: -3148.894130 Ha
Energy above the lowest of the compared OMol25 structures with the same formula, charge and spin: 0.0000 eV

---

Record 5
Here is a structure of composition C31H48O3P2Pm from the OMol25 dataset. Energies are from the ωB97M-V functional and the def2-TZVPD basis.

Atoms and positions in Å:
C: -0.7231 1.6443 2.3321
C: -1.7229 -3.2665 1.5940
H: 2.0162 0.2506 4.4350
H: 1.0588 -2.3583 -5.2934
H: 3.4964 -2.0046 3.1440
C: -1.6549 3.8035 5.9127
H: -2.3281 1.2495 -3.6828
P: -2.1287 -0.6105 -1.3239
O: -1.5925 0.9143 1.7453
C: -1.7710 -0.7256 -4.2582
H: -2.6907 -2.7621 1.7375
C: -0.7173 1.3403 -5.1731
H: -1.7621 -4.2220 2.1451
H: -1.2105 -2.6709 -4.8789
O: 1.1014 3.4988 3.5623
H: 4.3077 0.5567 -2.4306
H: 0.7866 -0.7325 -5.9471
H: 3.4006 -1.6556 1.4122
H: 4.1501 1.8050 0.5959
H: 0.5513 -3.9058 0.0304
H: -2.7021 -1.8541 3.7319
C: 3.7583 -0.1352 -1.7767
H: -1.3251 1.7295 -1.9786
C: 1.5180 -1.5844 2.4410
H: 1.2567 -0.9450 5.5040
H: -2.6239 -1.2383 -3.7992
H: 3.9679 2.6231 -0.9845
H: 1.3908 -1.4231 -3.0497
H: -0.6948 -1.9850 -2.7997
C: -1.7914 -1.4091 4.1446
H: 1.9035 -4.1772 1.1217
H: 3.2567 -0.3381 2.5892
H: -1.3011 -1.5125 -6.2000
H: -4.2859 0.3577 -1.2753
C: 3.4324 2.1425 -0.1620
C: 0.7466 -2.4435 1.5932
H: 0.3161 0.4404 4.9331
C: 0.6970 1.6482 -4.6047
C: -0.9787 -1.6292 -5.1479
H: -0.5920 0.7814 -6.1111
H: -1.6323 -3.5119 0.5273
C: 0.5542 -1.3922 -5.1052
H: -3.5489 2.7606 5.8374
H: 1.1757 2.0910 -2.2187
H: 4.4765 -0.6287 -1.0999
H: -1.8840 4.3226 6.8480
H: -1.6096 -1.8823 5.1207
H: -3.0220 1.5656 3.6897
H: 2.0144 -2.8945 -0.0898
H: 2.7579 2.8661 0.3116
C: -0.5582 0.9748 -1.7634
C: -1.0753 2.4157 3.5375
H: 1.3159 1.9688 -5.4659
H: -1.9961 -0.3467 4.3369
H: 0.2521 4.7749 5.6393
C: -0.6409 -1.5991 3.2412
C: 1.4095 0.5610 -3.8530
H: 3.3035 -0.9205 -2.3993
H: 2.3332 0.8907 -3.3604
H: 1.1272 2.8525 2.7985
O: 0.4977 1.6302 1.8884
P: 2.5501 0.6642 -0.6772
C: 1.0878 -0.7504 -3.8629
H: -4.3721 -1.3292 -1.8446
H: -3.8741 0.0059 -2.9643
C: -2.5869 2.9177 5.3542
H: -0.3460 0.3115 -2.6009
H: 0.6336 2.5366 -3.9607
H: -0.6188 -2.5695 -1.1269
C: 0.6616 -1.0800 3.4561
C: 1.0812 -0.2909 4.6320
H: 0.5545 2.4308 -0.5946
C: -0.6030 -2.4226 2.0799
C: 1.3254 -3.3927 0.6090
C: -0.4500 4.0394 5.2581
Pm: -0.0628 -0.0956 0.2844
H: -1.1644 2.3162 -5.4284
C: -2.3037 2.2442 4.1677
C: -1.6568 0.6167 -4.2669
H: -2.1027 -2.8730 -2.0821
C: 0.7270 1.6272 -1.3380
C: -3.8168 -0.3849 -1.9404
C: 2.9816 -1.3845 2.3895
C: -1.2886 -2.1532 -1.8876
C: -0.1235 3.3209 4.0957

<S²>: 6.008
Net charge: +1
Spin multiplicity: 5
HOMO-LUMO gap (alpha / beta): 5.009 / 5.068 eV
E_tot: -2726.457871 Ha
Energy above the lowest of the compared OMol25 structures with the same formula, charge and spin: 0.0000 eV

---

Question: The highest E_tot belongs to which entry?
Answer: C31H47NO3P2RuS

---

Question: What is the E_tot in the third record?
Answer: -3002.574067 Ha

---

Question: The highest E_tot belongs to which entry?
Answer: C31H47NO3P2RuS